Density functional theory data (the ωB97M-V functional and the def2-TZVPD basis) for a molecular structure, C11H13FeN3O5P in a non-equilibrium geometry.

Geometry as XYZ:
```
34
Properties=species:S:1:pos:R:3:forces:R:3
O -2.73945 -3.66520 0.32650 1.120 1.694 -0.990
C -2.17213 -2.79745 -0.15201 -1.089 -1.630 1.021
Fe 0.46947 0.86830 0.13625 -0.896 0.070 1.238
O 1.67935 -1.75230 0.73730 -0.500 -0.279 -0.271
C 1.17374 -0.73717 0.61739 2.500 -1.608 1.361
C 1.72268 2.17388 0.02328 2.716 3.037 0.649
O 2.43295 3.05131 0.25540 -1.454 -1.848 -0.749
C -1.10978 0.70176 -1.13968 -1.788 2.275 -0.258
O -2.10259 0.72381 -1.78491 0.980 -0.134 1.027
C 0.10319 -0.27066 -1.24191 0.943 -3.032 -3.947
O 0.21550 -1.01478 -2.17394 -0.359 1.038 1.474
H -0.73144 1.79166 -0.25716 -1.517 -0.019 -1.618
C -0.34413 0.70895 5.18965 -0.365 0.584 -0.235
N -0.18117 2.01356 4.46791 -0.307 -0.918 -0.119
C -1.47298 2.70241 4.34728 0.236 0.663 0.688
N -2.55112 1.89279 3.76689 2.045 -2.190 -1.014
C -2.67496 0.63518 4.57681 -0.675 -0.158 0.584
N -1.41766 -0.13745 4.60422 0.335 1.224 -1.437
C -1.05034 -0.63811 3.26347 -0.338 -0.090 0.464
P -0.65090 0.76314 2.04097 0.078 -0.080 1.102
C 0.43446 1.82901 3.15548 -0.540 -0.362 -0.087
C -2.30654 1.59587 2.34989 -1.411 0.580 0.964
H -0.65049 0.94294 6.21825 0.247 -0.132 -0.216
H 0.61031 0.15491 5.17462 -0.456 0.306 0.060
H -1.31622 3.56906 3.69378 -0.177 0.038 0.464
H -1.79333 2.95929 5.36377 0.045 0.320 -0.317
H -3.49297 0.01068 4.18598 0.332 0.305 0.082
H -2.89203 0.94409 5.60857 -0.074 -0.142 -0.334
H -0.18156 -1.30759 3.35224 -0.182 0.224 -0.083
H -1.90311 -1.21449 2.86118 0.431 0.167 0.087
H 0.56951 2.80155 2.63817 0.187 -0.505 0.455
H 1.39229 1.28929 3.27328 -0.287 0.465 -0.169
H -3.07657 0.88535 2.00784 0.231 0.339 -0.096
H -2.32698 2.51463 1.74616 -0.013 -0.202 0.220
```
Forces are in eV/Å.

Properties
Kohn-Sham gap (alpha / beta) (eV): 6.80 / 4.38
Energy relative to the best compared isomer or geometry (same formula, charge and spin) (kcal/mol): 15.24
HOMO energy (alpha / beta) (eV): -10.309 / -12.198
2S+1: 5
Total charge: +1

Atomic partial charges in e from the Mulliken method, atoms 1 to 6: atom 1 (O): -0.198, atom 2 (C): 0.207, atom 3 (Fe): 0.130, atom 4 (O): -0.298, atom 5 (C): 0.298, atom 6 (C): 0.072

Density functional theory data (the ωB97M-V functional and the def2-TZVPD basis) for a molecular structure, C11H13MoNO7PS2Se in a non-equilibrium geometry.

Geometry as XYZ:
```
37
Properties=species:S:1:pos:R:3:forces:R:3
Mo -1.35213 -0.32455 -2.00750 -1.137 1.869 -0.556
O 1.42051 -5.66670 -0.66577 -0.168 0.107 0.012
C 0.82130 -4.47821 -1.00173 0.298 -0.142 -0.123
C 1.50031 -3.49314 -1.72233 0.865 -1.330 0.388
C 0.85230 -2.34532 -1.99712 -1.083 1.360 -0.201
N -0.40220 -2.14240 -1.56760 0.483 -1.223 0.203
C -1.07631 -3.10803 -0.91558 -0.330 1.704 -0.475
C -0.49976 -4.29218 -0.62915 0.236 -1.437 0.557
C -2.48898 -2.64493 -0.59608 0.749 0.881 -0.493
O -3.31939 -3.33743 -0.06875 -0.607 -1.065 0.592
O -2.65835 -1.42929 -0.99768 -0.752 -0.594 0.575
C 1.33430 -1.16371 -2.83374 -1.454 0.123 0.750
O 2.40076 -1.12315 -3.37932 1.547 -0.344 -0.599
O 0.41037 -0.26350 -2.89102 1.150 -0.113 -0.730
H 2.35510 -5.58801 -0.86358 0.196 -0.023 -0.065
H 2.53015 -3.61617 -2.04762 -0.090 -0.040 -0.005
H -1.05466 -5.06420 -0.09902 0.144 0.180 -0.094
C 3.36949 2.90906 1.87112 0.122 -0.066 -0.067
C 1.91814 3.02508 2.29121 -0.186 -0.260 -0.077
O 1.31272 1.73339 2.36667 -0.058 -0.012 -0.277
P 0.27164 1.22146 1.19532 0.137 0.477 0.213
S -0.09361 -0.66198 1.57258 0.078 -0.265 -0.008
S 0.84322 1.81855 -0.60236 0.106 -0.145 0.338
O -1.00702 2.12210 1.64568 -0.145 0.219 -0.045
C -2.09727 2.31769 0.72410 0.214 0.307 0.532
C -2.99612 3.40154 1.28617 -0.116 0.002 0.053
H 3.89100 3.86889 2.00444 -0.093 -0.181 -0.034
H 3.41851 2.61216 0.82025 0.024 0.015 0.108
H 3.86724 2.13939 2.47262 -0.027 0.157 -0.055
H 1.37066 3.65640 1.59203 -0.051 0.073 -0.059
H 1.84118 3.46200 3.28728 -0.050 0.043 0.129
H -2.63879 1.39108 0.59577 -0.167 -0.386 -0.009
H -1.71229 2.60496 -0.24375 0.143 0.078 -0.267
H -3.48389 3.07675 2.21785 0.135 0.099 -0.220
H -3.76937 3.64444 0.54350 0.151 -0.056 0.191
H -2.40844 4.30496 1.49434 -0.121 -0.137 -0.042
Se -2.67030 1.43301 -2.85123 -0.140 0.125 -0.138
```
Forces are in eV/Å.

Properties
Kohn-Sham gap (alpha / beta) (eV): 4.32 / 5.67
Energy relative to the best compared isomer or geometry (same formula, charge and spin) (kcal/mol): 21.98
HOMO energy (alpha / beta) (eV): -0.068 / -1.423
2S+1: 4
Total charge: -2

Atomic partial charges in e from the Mulliken method, atoms 1 to 6: atom 1 (Mo): 0.982, atom 2 (O): -0.562, atom 3 (C): 1.214, atom 4 (C): -0.293, atom 5 (C): -0.384, atom 6 (N): -0.137

Density functional theory data (the ωB97M-V functional and the def2-TZVPD basis) for 2 unconnected molecules or ions with the total composition C11H13N in a non-equilibrium geometry.

Geometry as XYZ:
```
25
Properties=species:S:1:pos:R:3:forces:R:3
C -0.84393 0.42766 3.26694 -5.391 1.691 -4.011
C -1.58788 1.40619 2.55321 3.134 -2.988 0.327
C -1.80037 2.03844 1.40378 -0.283 2.879 1.263
C -0.62623 1.91046 0.33552 -0.887 4.522 0.092
C -1.38426 0.07765 -0.92180 -1.773 -3.612 1.736
C -0.07490 -0.62980 -0.73769 0.941 -2.540 -5.254
C 0.32597 -1.11332 -2.17947 3.457 0.639 0.883
C 1.66403 -1.73057 -2.39646 -2.754 0.477 1.075
C 2.49517 -1.66713 -1.22755 -0.275 -1.251 -1.634
C 2.09065 -1.38653 0.03792 -1.147 -0.943 4.132
C 0.69197 -1.01791 0.34480 0.201 -0.215 -0.821
H -1.23385 -0.61610 3.07444 0.777 1.156 0.807
H -0.22392 0.72793 4.03242 1.398 0.232 1.516
H -2.63756 3.02990 1.36803 2.485 -3.478 -0.317
H -0.08163 3.10936 0.13516 -2.018 -3.445 0.530
H 0.27062 1.34643 0.63305 -0.880 -0.142 0.589
H 0.14353 1.38818 -1.33507 -4.651 0.589 -0.287
H -1.88767 -0.39590 -1.77014 0.321 0.840 -0.515
H -2.13415 -0.22519 -0.16970 0.288 0.328 0.571
H -0.21225 -0.73417 -3.11300 0.228 -0.956 1.679
H 1.95081 -2.43030 -3.30947 -0.578 2.168 1.865
H 3.46697 -2.10502 -1.29871 0.648 -0.049 -0.183
H 2.82817 -1.74431 0.95861 -2.035 1.318 -2.550
H 0.03729 -1.12186 1.26333 1.926 0.431 -0.488
N -1.23660 1.45591 -0.94816 6.869 2.351 -1.005
```
Forces are in eV/Å.

Properties
Kohn-Sham gap (eV): 9.42
Energy relative to the best compared isomer or geometry (same formula, charge and spin) (kcal/mol): 218.89
HOMO energy (eV): -8.884
Total charge: 0

Atomic partial charges in e from the Mulliken method, atoms 1 to 6: atom 1 (C): -0.790, atom 2 (C): 0.209, atom 3 (C): -0.498, atom 4 (C): -0.136, atom 5 (C): -0.676, atom 6 (C): 0.312